Record 1
Formula: C32H51N6OSbSi3Ti
Source: the OMol25 dataset
Level of theory: the ωB97M-V functional and the def2-TZVPD basis

Summary:
Relative energy (zero: lowest compared OMol25 entry of this formula, charge and spin): 1.089 eV
Gap between HOMO and LUMO (alpha / beta): 6.116 / 7.843 eV
Multiplicity: 3
Net charge: +2
Lowest unoccupied orbital energy (alpha / beta): -4.9981 / -5.1240 eV

CARTESIAN COORDINATES (ANGSTROEM)
1 Sb -0.7484 0.0790 1.2892
2 Ti 0.5179 -0.0071 -1.2038
3 Si -3.3883 -0.1956 1.3684
4 Si -0.3754 2.2375 2.7678
5 Si -0.1077 -1.7108 3.0994
6 O -0.7934 1.5309 -1.5257
7 N 1.8380 1.4934 -0.7008
8 N -0.9210 -1.3318 -1.7123
9 N 1.8598 -1.4905 -0.8724
10 N 1.3563 -0.3261 -3.3423
11 N 0.1564 -3.1127 -0.5909
12 N -0.0190 3.5178 -2.2118
13 C 1.2558 2.9330 -2.6092
14 C -1.8616 -3.5441 -1.7699
15 C -2.9973 -1.7655 -2.8602
16 C 1.4902 -2.7411 -0.5303
17 C -4.0654 0.3108 3.0500
18 C -1.4814 2.2945 4.2865
19 C 1.4204 2.3191 3.3612
20 C -1.0041 2.7359 -1.7660
21 C 1.3214 -1.4662 -5.4618
22 C 4.1537 -2.1882 -0.5291
23 C 3.6746 2.0523 0.7580
24 C -3.7496 -2.0262 1.0903
25 C 2.1351 2.6040 -1.4254
26 C 0.7747 -1.1470 -4.2319
27 C 2.3943 -3.7149 -0.1034
28 C 3.2041 -1.2768 -0.9095
29 C -0.9105 -3.3742 2.6809
30 C -0.6637 -1.2559 4.8380
31 C -2.9329 -3.1144 -2.5172
32 C 3.9868 3.1660 -0.0042
33 C -0.7495 3.7085 1.6378
34 C 3.7409 -3.4404 -0.0815
35 C 3.1869 3.4416 -1.1032
36 C 3.1795 -0.1036 -4.9031
37 C 2.5509 -0.9362 -5.8150
38 C 2.5989 1.2715 0.3927
39 C 1.7837 -1.7641 3.0193
40 C -0.8750 -2.6336 -1.3815
41 C -2.3508 3.3556 -1.5877
42 C -4.2723 0.8172 0.0395
43 C -1.9898 -0.9320 -2.4465
44 C 2.5506 0.1732 -3.7049
45 H -0.2361 -4.2035 2.9095
46 H -2.5402 2.3041 4.0329
47 H -2.3086 4.4394 -1.6665
48 H -0.2474 3.6075 0.6728
49 H -3.6985 -3.8101 -2.8315
50 H 5.2016 -1.9290 -0.5740
51 H -0.4065 4.6379 2.0986
52 H -0.0492 -0.4709 5.2807
53 H -1.8027 -3.5048 3.2958
54 H 0.0231 -4.0774 -0.3343
55 H 3.0338 0.8480 -3.0110
56 H -4.3240 1.8721 0.3127
57 H -4.1478 1.3933 3.1486
58 H -3.8163 -1.3802 -3.4502
59 H -5.3021 0.4608 -0.0450
60 H -3.4456 -0.0604 3.8659
61 H -2.7583 3.0647 -0.6242
62 H -1.2173 -3.4481 1.6401
63 H -2.0048 0.1132 -2.7104
64 H -1.2666 3.2066 4.8495
65 H 2.1578 -1.7390 1.9934
66 H -3.5923 -2.5896 2.0113
67 H 2.0438 2.9058 2.6882
68 H -0.1783 -1.5732 -3.9602
69 H 1.0254 2.0325 -3.1713
70 H 4.2491 1.8005 1.6385
71 H 3.0044 -1.1578 -6.7713
72 H 3.5242 -0.3139 -1.2675
73 H -0.5918 -2.1347 5.4838
74 H -1.3002 1.4483 4.9491
75 H 4.8100 3.8157 0.2593
76 H 1.8679 1.3295 3.4691
77 H 4.4545 -4.1846 0.2428
78 H 1.4511 2.8005 4.3410
79 H 2.2017 -0.9100 3.5565
80 H -1.7027 -0.9265 4.8524
81 H -4.7928 -2.1612 0.7944
82 H 4.1441 0.3348 -5.1179
83 H -3.0211 2.9690 -2.3575
84 H -1.7702 -4.5827 -1.4778
85 H 0.7821 -2.1229 -6.1301
86 H -5.0675 -0.1063 3.1775
87 H 1.7653 3.6313 -3.2678
88 H -0.1848 4.4966 -2.3741
89 H 2.3222 0.4190 0.9997
90 H -3.8070 0.7218 -0.9422
91 H 2.0248 -4.6888 0.1924
92 H 2.1784 -2.6666 3.4926
93 H -3.1256 -2.4631 0.3127
94 H 3.3911 4.3060 -1.7216
95 H -1.8240 3.8036 1.4673

---

Record 2
Formula: C32H52Br8O18
Source: the OMol25 dataset
Level of theory: the ωB97M-V functional and the def2-TZVPD basis

Summary:
Gap between HOMO and LUMO: 7.938 eV
Multiplicity: 1
Lowest unoccupied orbital energy: -0.8418 eV

CARTESIAN COORDINATES (ANGSTROEM)
1 Br -2.1770 0.0447 -0.7046
2 Br -6.4920 0.9842 0.7143
3 Br 1.1071 -3.9043 -2.3498
4 Br 0.5354 -4.6316 -0.2064
5 Br 4.6422 -1.2331 4.5861
6 Br 4.2402 2.9648 2.5048
7 Br 1.1104 -0.3481 -5.4920
8 Br -0.1249 -2.6642 2.6123
9 O 2.2394 4.4461 3.3107
10 O -4.4085 0.6112 -3.2096
11 O 1.2756 -0.9513 0.8654
12 O 1.5426 1.1393 0.4044
13 O -3.0249 -5.0717 0.5296
14 O -0.1566 2.0939 -2.3654
15 O 1.3604 6.3198 2.5620
16 O -2.5042 1.6617 -3.2962
17 O -4.3349 2.7989 -2.3887
18 O 2.7422 0.2182 2.0545
19 O 2.4359 6.2353 4.5789
20 O -1.3726 -0.6902 4.3647
21 O -5.0885 -5.8195 1.1242
22 O 1.5293 0.4935 -2.5377
23 O -2.4090 -0.0458 2.5764
24 O -4.5630 -3.5559 0.8790
25 O -3.5134 -1.3474 4.0531
26 O 1.4817 2.1720 -3.9089
27 C 1.6941 -3.0286 1.9793
28 C 1.1026 5.3446 1.5328
29 C 4.9137 0.7207 4.2183
30 C -1.0399 -0.0311 -3.7333
31 C 0.5963 -0.6758 -0.3895
32 C 2.0611 5.7325 3.5123
33 C -1.2219 0.6878 2.5577
34 C 3.7514 2.3784 -4.6151
35 C -2.3713 -3.8424 0.3919
36 C 2.8358 0.4955 -3.1671
37 C 1.6746 -4.4700 1.4165
38 C 1.9288 0.1675 1.2045
39 C -2.4996 -0.7308 3.6956
40 C 0.5263 -2.4368 -3.5272
41 C -4.7411 0.0471 0.5249
42 C -3.4417 -2.7952 0.6432
43 C -0.6152 -1.5735 -0.5937
44 C -2.3889 0.5991 -4.1029
45 C 0.4439 0.8240 -0.3513
46 C 4.4341 1.0070 2.7719
47 C 0.9338 -0.1721 3.6301
48 C -3.7535 1.7835 -2.8673
49 C 2.5361 1.3914 -4.3454
50 C -3.1314 -2.0436 1.9998
51 C -3.7925 1.0440 -0.2202
52 C 1.7882 -1.7482 -4.2036
53 C -0.5664 0.3180 3.8326
54 C 1.3506 2.7604 1.7673
55 C -4.3151 -4.8797 0.8758
56 C 2.0600 4.1712 1.9195
57 C 0.9223 1.6102 -2.8571
58 C -3.5760 -0.3038 -3.7817
59 H -0.6021 1.0970 4.5941
60 H 1.0575 2.4000 0.7813
61 H -3.9678 -1.4644 2.3913
62 H 0.5639 1.3029 -1.3231
63 H 2.0248 -2.2242 1.3223
64 H 1.4373 5.7206 0.5660
65 H 4.5620 1.8982 -5.1633
66 H 1.0175 -0.7928 2.7380
67 H -2.4286 0.8311 -5.1672
68 H 3.1027 -0.5260 -3.4382
69 H -1.5229 -3.7689 1.0723
70 H 2.0015 1.9612 2.1217
71 H 2.5954 -2.3110 -4.6724
72 H -4.2394 1.2535 -1.1920
73 H -3.5492 1.9329 0.3619
74 H 2.2440 -2.8857 2.9095
75 H 2.6743 -4.8089 1.1446
76 H 1.3703 -0.9457 -1.1079
77 H -0.0244 -1.6717 -2.9799
78 H 1.2907 -5.0948 2.2230
79 H -0.5123 1.0701 0.1103
80 H -0.5679 0.5425 1.6979
81 H 3.5098 3.1099 -5.3862
82 H -1.3851 -1.3674 0.1499
83 H -0.2889 -2.6112 -0.6637
84 H -1.1534 -0.5095 -2.7605
85 H 5.9920 0.8462 4.3167
86 H 0.5650 2.6591 2.5161
87 H -4.3274 -0.2505 1.4884
88 H 5.1518 0.5545 2.0876
89 H 2.1496 0.8252 -5.1929
90 H 2.9877 4.2551 1.3534
91 H -4.9849 -0.8727 -0.0067
92 H -0.2634 -2.8296 -4.1677
93 H 1.3929 -0.6846 4.4755
94 H 3.4539 0.5327 2.7226
95 H -2.6779 -2.6572 2.7782
96 H -3.4892 -2.0869 -0.1840
97 H 1.6051 0.6855 3.5842
98 H -1.4001 1.7616 2.6151
99 H 0.0536 5.0678 1.4277
100 H -0.2370 0.7061 -3.7283
101 H -3.9660 -0.7881 -4.6770
102 H 4.1664 3.0455 -3.8596
103 H -1.1108 -1.3270 -1.5327
104 H 4.4501 1.3217 5.0006
105 H -3.4175 -1.0766 -3.0295
106 H -0.8013 -0.7940 -4.4743
107 H -2.4245 -1.2460 1.7713
108 H -2.1140 -3.8014 -0.6665
109 H 3.6013 0.8933 -2.5009
110 H 2.2635 -1.1493 -3.4267

---

Record 3
Formula: C32H52BrN4O3
Source: the OMol25 dataset
Level of theory: the ωB97M-V functional and the def2-TZVPD basis

Summary:
Gap between HOMO and LUMO: 7.630 eV
Multiplicity: 2
Lowest unoccupied orbital energy: -0.5209 eV

CARTESIAN COORDINATES (ANGSTROEM)
1 Br -0.8913 -2.3905 -2.3325
2 O 3.0230 5.7307 4.9212
3 O -4.1755 -7.8440 -2.6119
4 O 3.5873 5.8761 -0.9141
5 N 1.0812 1.5163 3.0014
6 N 1.8713 0.3513 0.3118
7 N -4.9289 -6.8301 -2.1943
8 N -1.1323 0.3909 4.2990
9 C 2.9323 3.3114 4.4101
10 C 4.4588 5.4430 -1.9845
11 C -1.1221 0.3635 2.8000
12 C -7.2204 -5.8953 -2.4584
13 C 4.9544 2.4367 1.1166
14 C 2.6989 1.1934 1.0470
15 C 2.1925 4.7087 4.3320
16 C 4.5558 3.0236 2.4384
17 C 5.1602 4.0677 -1.6292
18 C -4.9138 -4.8085 -4.3394
19 C 3.2601 2.6764 3.0240
20 C -3.6967 -5.0177 -3.4417
21 C 0.0764 -0.8897 -1.4171
22 C 6.0766 4.1606 -0.3571
23 C 2.2828 1.7516 2.3404
24 C 0.3146 0.7057 2.2308
25 C 2.9159 7.0809 -1.3564
26 C 1.7370 5.1413 2.8851
27 C 6.3006 2.7442 0.3667
28 C -0.3419 -0.7896 0.1114
29 C 5.5599 3.9912 3.1135
30 C -6.7639 -8.0872 -3.3777
31 C 0.6742 0.1182 0.9053
32 C 6.8424 3.6700 3.5296
33 C -4.7317 -4.5595 -1.1873
34 C 4.0239 1.5464 0.4520
35 C -6.0951 -6.7217 -3.1196
36 C -0.2533 0.4437 -2.2221
37 C -5.7181 -6.0980 -4.4737
38 C -2.7368 -5.9418 -1.3254
39 C -4.0479 -5.6289 -2.0742
40 C -2.5865 0.2645 4.6851
41 H -2.0880 -6.6245 -1.8768
42 H -3.2437 0.2289 3.7637
43 H 1.1111 6.0756 3.0155
44 H -5.5458 -4.0046 -3.9506
45 H -0.8811 1.3516 4.5617
46 H -2.1578 -5.0290 -1.1694
47 H 1.8264 6.9128 -1.5779
48 H 3.4269 7.4560 -2.2862
49 H 4.3306 3.3136 -1.5499
50 H -2.8993 1.1322 5.3235
51 H -7.4339 -6.2603 -1.4512
52 H 5.5283 4.7881 0.4090
53 H 2.6363 5.4353 2.2858
54 H -2.9877 -5.6666 -3.9683
55 H -1.7764 1.2299 2.4709
56 H 5.8000 3.7217 -2.4985
57 H -7.6773 -7.9625 -3.9629
58 H -1.3464 -0.3056 0.2099
59 H -3.9943 -3.9131 -0.7042
60 H 5.2129 5.0574 3.2419
61 H -7.0087 -4.8305 -2.3987
62 H 7.1487 2.7910 1.1035
63 H 3.7803 5.2175 -2.8639
64 H -0.7957 1.2074 -1.5969
65 H -5.1310 -6.8129 -5.0614
66 H 6.4612 1.9665 -0.4277
67 H 1.2470 4.6464 4.9555
68 H -1.5133 -0.6165 2.4347
69 H -5.3787 -3.8843 -1.7464
70 H 4.3050 1.1244 -0.5480
71 H 3.8896 3.4784 4.9859
72 H -3.1855 -4.0609 -3.3017
73 H 5.2233 6.2346 -2.2441
74 H -6.1253 -8.7660 -3.9453
75 H 7.0598 4.6606 -0.5601
76 H -6.6222 -5.8984 -5.0572
77 H -2.9409 -6.3774 -0.3435
78 H -0.8612 0.1606 -3.1268
79 H -5.3162 -5.0216 -0.3880
80 H 3.0507 7.8515 -0.5521
81 H -8.1457 -5.9734 -3.0348
82 H -0.3258 -1.8564 0.4856
83 H 7.1178 2.9294 4.3183
84 H 0.6659 0.9533 -2.6189
85 H 2.4503 6.4094 5.3230
86 H 7.6974 4.2433 3.0664
87 H -4.5837 -4.4803 -5.3290
88 H 1.0854 4.3701 2.4013
89 H -2.7557 -0.7268 5.1989
90 H -7.0354 -8.5768 -2.4389
91 H 2.3173 2.6290 5.0652
92 H 1.1607 -1.1339 -1.5454

---

Record 4
Formula: C32H52N5NaO7PTe
Source: the OMol25 dataset
Level of theory: the ωB97M-V functional and the def2-TZVPD basis

Summary:
Relative energy (zero: lowest compared OMol25 entry of this formula, charge and spin): 0.000 eV
Gap between HOMO and LUMO (alpha / beta): 5.594 / 6.635 eV
Multiplicity: 2
Net charge: -2
Lowest unoccupied orbital energy (alpha / beta): 3.8606 / 3.8597 eV

CARTESIAN COORDINATES (ANGSTROEM)
1 Te -0.3799 1.7828 0.5730
2 P 1.9004 -3.1228 0.0377
3 Na -1.2010 -1.6558 0.5423
4 O -0.8220 -5.1376 -1.0600
5 O 0.4570 -2.9083 -0.2500
6 O -1.1348 -2.9623 2.2094
7 O -3.1562 -0.8189 0.3574
8 O -5.3692 -0.7306 0.0012
9 O 1.0351 0.4462 -2.4220
10 O -1.9183 -4.8163 3.1805
11 N 2.1481 -4.3197 1.1411
12 N 2.7182 -3.5050 -1.3497
13 N 2.6799 -1.8283 0.7164
14 N -3.1710 -3.5825 0.1452
15 N -0.6081 0.1483 -0.8112
16 C 1.4460 3.7276 -1.4643
17 C 3.2199 -0.7619 -0.1196
18 C -0.4537 4.5292 -2.8544
19 C -2.2185 5.3741 -4.4365
20 C -1.7949 4.7566 1.6998
21 C -0.8986 -0.8937 -2.9035
22 C 0.2318 5.7918 2.6757
23 C 2.3589 4.7482 2.6586
24 C -4.2640 -1.2943 0.0205
25 C 3.3063 -4.3915 1.9965
26 C -2.3066 3.0255 -1.4344
27 C -4.2334 -2.7669 -0.4438
28 C 0.4785 3.6263 1.6075
29 C 2.4490 -2.8189 -2.5948
30 C -0.3225 4.7127 1.9886
31 C 1.5734 5.8302 3.0173
32 C -1.7832 4.5652 -3.2448
33 C 2.1605 7.0069 3.7476
34 C -3.3473 2.1883 -0.7497
35 C -0.0215 3.7674 -1.7715
36 C -0.0455 0.0012 -1.9953
37 C 2.7875 2.5397 1.6311
38 C -3.1775 -4.8957 -0.4649
39 C 1.0500 -5.1631 1.5910
40 C -2.0037 -3.8478 2.4087
41 C 2.0457 -1.3098 1.9235
42 C -2.6910 3.8009 -2.5295
43 C 1.8357 3.6582 1.9668
44 C -1.8810 -5.6573 -0.2838
45 C -3.3205 -3.6725 1.6047
46 C -0.9638 3.0406 -1.0421
47 C 3.9626 -4.2319 -1.3261
48 H 1.9838 4.3875 -2.1470
49 H 2.8086 -0.9025 2.5937
50 H 3.3262 -2.2477 -2.9171
51 H 1.2594 -6.2144 1.3708
52 H 2.6833 6.6947 4.6542
53 H -2.0377 -6.6876 -0.6282
54 H -0.5962 -0.7433 -3.9409
55 H 3.4159 4.7474 2.9134
56 H -3.4691 2.4741 0.2955
57 H -3.7542 -2.7303 1.9405
58 H 4.0590 -4.8177 -2.2464
59 H 3.8325 -0.1153 0.5133
60 H 2.8617 1.8184 2.4483
61 H 3.7915 2.9288 1.4441
62 H -3.3035 5.4811 -4.4612
63 H 1.4902 -2.0919 2.4382
64 H -1.7822 6.3752 -4.4190
65 H -1.6115 -5.7135 0.7791
66 H 2.1946 -3.5428 -3.3749
67 H -2.2603 3.7958 1.9127
68 H 4.8389 -3.5693 -1.2570
69 H -3.7352 3.7893 -2.8275
70 H 3.9870 -4.9293 -0.4919
71 H 2.4689 1.9875 0.7486
72 H -4.3117 2.2983 -1.2452
73 H 0.2842 5.0968 -3.4148
74 H -1.9148 4.9041 -5.3753
75 H -1.9932 4.9755 0.6501
76 H -3.3342 -4.7683 -1.5408
77 H -4.0679 -2.7497 -1.5260
78 H -1.9593 -0.6907 -2.7795
79 H 3.8635 -1.1823 -0.8899
80 H -4.0196 -5.5083 -0.0793
81 H 3.0387 -4.1291 3.0269
82 H 1.6559 4.0481 -0.4435
83 H 0.1259 -4.8601 1.1155
84 H 3.7122 -5.4099 2.0069
85 H 2.4451 -0.1564 -0.6004
86 H 4.0870 -3.7086 1.6656
87 H 1.3416 -0.5081 1.6746
88 H -2.2848 5.5184 2.3081
89 H -0.7364 -1.9367 -2.6293
90 H -3.0964 1.1255 -0.7232
91 H 0.8922 -5.0289 2.6629
92 H 1.3836 7.7140 4.0380
93 H -4.0151 -4.4880 1.8656
94 H -0.5860 -4.2521 -0.7275
95 H -0.4123 6.6188 2.9591
96 H 1.6297 -2.1140 -2.4927
97 H 2.8818 7.5458 3.1295
98 H -5.2303 -3.2104 -0.2726
99 H 1.8120 2.7079 -1.5943